[1]
The following is a quantum chemistry calculation of a cluster of 2 separate species, CH3BrClP in total, from the OMol25 dataset.

Geometry as XYZ:
```
7
Properties=species:S:1:pos:R:3:forces:R:3:mulliken_charge:R:1
C 0.9102 0.6884 -0.1869 0.034 0.170 1.028 -0.471
P -0.3219 1.4312 -1.0290 0.374 -0.671 0.301 0.134
Cl -0.5338 -2.2766 -0.1863 0.022 -0.460 -0.301 -0.220
Br -2.1978 0.9318 0.1668 0.603 0.330 -0.112 -0.192
H 1.9583 0.6297 -0.6086 -1.389 0.243 0.542 0.238
H -0.5590 -1.7337 0.9601 -0.078 0.139 0.279 0.226
H 0.7440 0.3292 0.8839 0.435 0.249 -1.737 0.284
```
Forces are in eV/Å.

Properties
Gap between HOMO and LUMO in eV: 9.36
SMILES: C=PBr.Cl
Relative energy (zero: lowest compared OMol25 entry of this formula, charge and spin) in kcal per mole: 35.57
E_HOMO in eV: -9.642
Multiplicity: 1
Calculated total energy in hartree: -3415.4380

[2]
The following is a quantum chemistry calculation of an isolated molecule of C4H9N3O, from the OMol25 dataset.

Geometry as XYZ:
```
17
Properties=species:S:1:pos:R:3:forces:R:3:mulliken_charge:R:1
C 2.2320 -0.7080 -0.1595 -0.410 1.015 0.082 -1.139
C 1.7278 0.7649 -0.1460 -0.620 -1.339 0.271 -0.317
C 0.4451 1.1468 -0.0651 1.695 -0.267 -0.031 0.053
C -1.8436 0.9940 0.1022 0.313 2.763 -0.143 0.081
H 3.2517 -0.7231 -0.5307 0.081 -0.096 0.010 0.336
H 2.2204 -1.1063 0.8534 0.241 -0.118 0.106 0.282
H 1.6420 -1.3981 -0.7739 0.279 0.394 -0.043 0.340
H 2.4721 1.5201 -0.0124 0.324 0.374 -0.406 0.359
H 0.1426 2.1990 -0.1287 0.472 -0.510 0.240 0.120
H -0.2256 -1.4850 -0.5173 -0.425 -0.126 -0.118 0.202
H -0.2240 -1.3219 1.0699 0.137 0.031 0.546 0.227
H -1.7024 2.1094 0.2117 -0.421 -1.374 -0.015 0.199
H -2.5053 -1.1718 0.1670 0.125 -0.324 -0.315 0.458
N -0.6516 0.3262 0.0816 -0.989 0.828 -0.135 0.317
N -0.7308 -1.0452 0.2448 1.360 -0.866 -0.102 -0.717
N -3.0224 0.6349 -0.0874 -1.543 -0.689 -0.012 -0.399
O -3.2279 -0.7357 -0.3095 -0.619 0.304 0.065 -0.404
```
Forces are in eV/Å.

Properties
Gap between HOMO and LUMO in eV: 8.66
SMILES: C/C=C\N(N)/C=N\O
Relative energy (zero: lowest compared OMol25 entry of this formula, charge and spin) in kcal per mole: 105.82
E_HOMO in eV: -8.128
Multiplicity: 1
Calculated total energy in hartree: -397.1820

[3]
The following is a quantum chemistry calculation of a structure of composition C33H46ClNP2Pt, from the OMol25 dataset.

Geometry as XYZ:
```
84
Properties=species:S:1:pos:R:3:forces:R:3:mulliken_charge:R:1
Pt -0.1437 0.8090 -0.2491 -0.447 -1.703 2.592 0.608
C -3.8547 0.7372 -1.9737 -0.010 -0.174 0.048 -1.589
C -3.8689 0.4003 -0.4824 0.356 -0.244 0.035 0.687
C -4.2669 1.6117 0.3579 0.066 -0.058 0.152 -1.703
P -2.2343 -0.3746 0.0064 -0.935 1.144 0.789 0.196
C -2.3844 -2.1345 -0.6094 0.599 0.321 -0.383 0.487
C -3.5440 -2.9329 -0.0276 -0.119 0.306 0.103 -1.628
C -1.0608 -2.8466 -0.3638 0.063 0.165 -0.152 -1.380
C -2.2248 -0.5018 1.8294 1.055 0.286 -0.072 0.154
C -3.3877 -0.7883 2.5191 -0.192 -0.327 0.872 -0.313
C -3.3975 -1.0054 3.9005 0.425 0.112 -0.528 0.317
C -4.6630 -1.2282 4.6433 -0.258 -0.277 0.273 -1.721
C -2.1609 -1.0481 4.5605 -0.585 -0.061 -0.457 -0.794
C -0.9966 -0.7261 3.9139 0.492 0.363 -0.551 -0.831
C -1.0060 -0.3196 2.5542 -2.561 -0.386 0.388 -0.156
N 0.0567 0.2079 1.9326 1.061 -0.803 -3.346 0.443
C 1.1265 0.8427 2.4532 1.201 1.479 0.187 -0.485
C 1.1212 1.4707 3.7168 -0.526 0.017 -0.486 -0.590
C 2.2316 2.1294 4.1846 0.362 -0.033 -0.095 -1.186
C 3.4095 2.1974 3.4323 -0.345 -0.193 -0.054 0.369
C 4.6183 2.8891 3.9519 0.177 0.194 0.036 -1.638
C 3.4129 1.6227 2.1556 -0.129 -0.058 0.267 -0.536
C 2.2984 0.9823 1.6452 -0.062 -0.263 0.127 0.668
P 2.1998 0.2429 -0.0256 1.247 0.674 -0.094 0.471
C 3.2522 -1.3097 0.0338 -0.464 -0.008 -0.112 0.397
C 4.5547 -1.1118 0.8004 -0.064 0.135 -0.096 -1.405
C 2.4577 -2.4679 0.6239 -0.057 0.048 -0.133 -1.182
C 2.9835 1.2955 -1.3662 -0.172 -0.079 0.306 0.664
C 1.9087 2.2533 -1.8813 0.142 -0.051 0.042 -1.657
C 4.2599 2.0773 -1.0836 -0.034 -0.133 -0.104 -1.753
H -4.7802 1.2442 -2.2414 -0.035 0.008 -0.029 0.450
H -3.7743 -0.1532 -2.5929 0.024 -0.048 -0.104 0.402
H -3.0248 1.3992 -2.2210 0.049 0.091 -0.046 0.254
H -4.6017 -0.3994 -0.3197 0.128 0.090 0.009 0.511
H -3.9159 2.5367 -0.0878 0.070 0.126 -0.065 0.414
H -3.8863 1.5522 1.3749 -0.054 0.065 0.097 0.393
H -5.3511 1.6770 0.4145 -0.074 0.017 -0.020 0.416
H -2.5318 -2.0219 -1.6902 0.021 0.009 0.040 0.631
H -3.4417 -3.0560 1.0481 0.000 -0.005 0.081 0.375
H -3.5372 -3.9256 -0.4744 0.073 -0.041 -0.074 0.489
H -4.5129 -2.4927 -0.2477 -0.103 0.003 0.035 0.371
H -0.8891 -2.9915 0.7019 0.062 0.033 0.099 0.316
H -0.2442 -2.2570 -0.7832 0.107 -0.105 0.005 0.166
H -1.0580 -3.8241 -0.8415 -0.014 -0.053 -0.032 0.578
H -4.3227 -0.8425 1.9819 -0.155 -0.016 -0.029 0.409
H -5.5287 -0.9140 4.0658 -0.059 0.028 0.030 0.385
H -4.6495 -0.6929 5.5923 -0.097 0.047 -0.022 0.412
H -4.7807 -2.2873 4.8819 -0.080 -0.011 0.006 0.345
H -2.1280 -1.3253 5.6033 0.033 -0.026 0.127 0.480
H -0.0547 -0.7916 4.4364 0.073 0.125 0.068 0.736
H 0.2062 1.4630 4.2915 0.032 -0.015 0.108 0.678
H 2.1888 2.6175 5.1471 0.035 -0.019 0.127 0.472
H 4.5686 3.0214 5.0292 0.040 0.000 0.039 0.409
H 4.7118 3.8762 3.4979 0.023 0.098 -0.005 0.331
H 5.5252 2.3415 3.7024 0.043 -0.052 0.028 0.389
H 4.3175 1.6872 1.5725 0.069 0.022 -0.094 0.616
H 3.4716 -1.5215 -1.0206 -0.054 0.076 0.096 0.580
H 4.3615 -0.9241 1.8552 0.031 0.002 0.041 0.352
H 5.1560 -0.3038 0.3955 0.109 0.070 0.033 0.198
H 5.1414 -2.0256 0.7250 0.014 -0.073 -0.005 0.492
H 2.1694 -2.2586 1.6530 -0.052 -0.004 0.113 0.230
H 3.0634 -3.3704 0.6186 0.094 -0.071 0.051 0.554
H 1.5657 -2.6664 0.0395 -0.077 -0.073 0.043 0.144
H 3.1948 0.5463 -2.1415 -0.082 0.033 0.091 0.523
H 1.7729 3.0839 -1.1857 -0.094 -0.087 -0.033 0.416
H 0.9416 1.7209 -2.0172 0.013 0.226 -0.240 0.135
H 2.1891 2.6660 -2.8488 -0.052 0.027 -0.111 0.606
H 4.0958 2.8502 -0.3373 -0.018 0.076 0.074 0.401
H 4.5674 2.5669 -2.0061 0.075 0.081 -0.043 0.451
H 5.0808 1.4417 -0.7711 0.117 -0.043 0.065 0.356
Cl 0.9346 8.4017 0.0445 -0.050 -0.176 0.000 -0.125
C 0.4325 6.7697 0.0339 -0.076 -0.295 0.039 0.389
C 0.0005 6.1787 -1.1579 0.071 0.178 -0.096 -0.954
C -0.4188 4.8734 -1.1645 -0.147 -0.208 0.305 0.121
C -0.4733 4.1146 0.0312 1.168 0.226 -0.088 0.104
C -1.1206 2.8502 0.0674 -1.493 -0.399 -0.024 -1.030
C 0.0156 4.7232 1.2157 -0.209 -0.339 -0.264 -0.067
C 0.4442 6.0255 1.2183 0.124 0.234 0.033 -1.009
H -0.0177 6.7692 -2.0595 0.031 0.042 -0.121 0.455
H -0.7700 4.4267 -2.0820 -0.045 -0.027 -0.169 0.494
H -1.8143 2.7131 -0.7634 0.003 -0.033 0.275 0.344
H -1.5270 2.6095 1.0527 0.032 -0.222 -0.247 0.573
H 0.0005 4.1550 2.1353 0.019 -0.020 0.123 0.456
H 0.7728 6.4985 2.1290 0.053 0.037 0.123 0.472
```
Forces are in eV/Å.

Properties
Gap between HOMO and LUMO (alpha / beta) in eV: 4.34 / 4.36
Net charge: +2
E_HOMO (alpha / beta) in eV: -12.591 / -12.593
Multiplicity: 1
Calculated total energy in hartree: -2601.4380

[4]
The following is a quantum chemistry calculation of a cluster of 13 separate species, C32H63N7O6S6 in total, from the OMol25 dataset.

Geometry as XYZ:
```
114
Properties=species:S:1:pos:R:3:forces:R:3:mulliken_charge:R:1
C 10.0034 -17.1532 8.3752 1.768 0.075 -0.077 -0.533
S 11.7887 -17.5625 8.7125 -0.264 -1.381 0.875 0.492
O 11.8709 -19.0602 9.0343 -0.349 1.762 -0.597 -0.710
C 12.4875 -17.3605 7.0768 -0.420 0.174 -1.025 -0.013
H 9.7795 -17.8705 7.5857 -0.779 0.050 0.527 0.314
H 9.9088 -16.1115 8.0683 0.256 -0.062 -0.329 -0.145
H 9.5231 -17.1790 9.3533 -0.195 -0.727 -0.288 0.455
H 13.4183 -17.9229 7.0032 0.246 0.426 0.536 0.312
H 12.5575 -16.2918 6.8743 0.521 0.089 0.191 -0.275
H 11.9281 -17.7238 6.2147 -0.699 -0.370 0.294 -0.005
C 7.6582 -8.5441 6.5916 -0.278 -0.248 -0.958 -0.656
S 6.3109 -9.4144 5.5561 2.138 0.491 -1.818 0.381
O 6.7213 -9.1517 4.0568 -0.759 -0.647 3.083 -0.583
C 6.8362 -11.1229 5.9954 0.066 0.226 0.176 -0.120
H 8.6136 -8.9120 6.2175 -0.028 -0.260 0.133 -0.008
H 7.5805 -8.6663 7.6719 -0.279 -0.369 -0.145 0.337
H 7.6562 -7.4756 6.3762 -0.463 -0.076 -0.193 0.400
H 6.8838 -11.1811 7.0828 -0.182 0.065 0.114 0.357
H 7.8252 -11.3849 5.6193 0.047 0.419 -0.270 -0.128
H 6.1349 -11.8736 5.6309 -0.174 0.310 -0.163 0.039
C 13.2682 -8.7313 5.7403 -0.046 0.026 0.233 -0.931
S 12.5808 -10.1232 6.7614 -1.223 0.750 -1.276 0.552
O 11.4933 -9.4574 7.5644 0.547 -0.387 -0.101 -0.629
C 11.6935 -10.9267 5.3275 0.884 -0.403 0.720 -0.607
H 13.5301 -9.0190 4.7221 0.065 -0.215 0.164 0.214
H 14.1304 -8.2784 6.2300 0.063 -0.304 0.104 0.378
H 12.5060 -7.9527 5.7090 -0.276 -0.227 0.010 0.300
H 11.3430 -11.9259 5.5860 -0.234 0.205 0.553 -0.394
H 12.4564 -11.1685 4.5875 -0.031 0.474 -0.320 0.574
H 10.8670 -10.2973 4.9978 0.269 0.161 -0.074 0.508
C 9.8610 -11.7172 8.8193 0.031 -0.429 0.965 -0.844
S 9.3049 -13.1522 9.8085 0.360 0.255 -0.134 0.977
O 10.3736 -14.2093 9.6510 -0.518 0.696 0.360 -0.714
C 9.4842 -12.3513 11.4853 0.165 -0.781 -0.372 -1.224
H 9.3259 -10.8544 9.2160 0.138 0.135 -0.221 0.410
H 9.6613 -11.8570 7.7569 -0.013 -0.188 0.155 -0.148
H 10.9305 -11.6463 9.0175 -0.048 0.239 -0.166 0.435
H 9.0791 -13.0149 12.2493 -0.044 -0.354 -0.277 0.361
H 8.9083 -11.4310 11.5831 0.310 0.142 -0.400 0.361
H 10.5542 -12.2732 11.6776 -0.027 0.427 -0.068 0.370
C 10.2232 -11.0266 1.9612 0.447 0.724 0.069 -0.245
S 11.1390 -9.8967 0.8292 -0.920 0.619 -2.555 0.405
O 10.1883 -9.3640 -0.2811 1.443 -0.854 2.378 -0.640
C 11.5663 -8.4964 1.9622 -0.765 -1.232 0.507 -0.481
H 10.9883 -11.3299 2.6758 -0.189 0.074 0.312 -0.013
H 9.9080 -11.9456 1.4671 0.145 0.351 -0.515 0.188
H 9.3571 -10.5527 2.4234 0.088 0.120 0.118 0.189
H 12.0587 -7.6331 1.5145 -0.479 -0.293 -0.551 0.382
H 12.2744 -8.9072 2.6819 -0.082 -0.149 0.136 -0.006
H 10.6180 -8.2912 2.4588 0.182 0.608 0.098 0.226
C 5.4395 -13.7072 0.6326 0.046 0.910 0.678 -0.735
S 4.9706 -12.7221 2.1599 0.682 0.670 -0.195 0.375
O 5.9006 -13.1103 3.2924 -0.106 0.210 -0.755 -0.811
C 5.5086 -11.0078 1.5878 0.192 -1.491 -0.186 -0.849
H 4.8344 -14.6133 0.6032 -0.017 0.174 0.047 0.325
H 6.4963 -13.9737 0.6407 -0.056 0.127 0.258 0.015
H 5.2531 -13.0577 -0.2227 -0.199 -0.148 -0.037 0.488
H 4.8770 -10.7792 0.7294 0.060 0.128 0.045 0.456
H 6.5502 -11.1356 1.2932 0.001 0.109 -0.175 0.185
H 5.4799 -10.2405 2.3615 -0.316 -0.377 0.250 0.283
C 14.7994 -18.7121 4.3903 0.229 -0.042 0.343 -0.982
C 14.1949 -17.4556 3.8912 2.532 -4.590 1.703 0.384
N 13.7696 -16.4899 3.5294 -1.813 3.855 -1.406 -0.292
H 15.6976 -18.5880 4.9953 -0.081 0.826 0.145 0.304
H 15.1960 -19.3764 3.6226 -0.734 0.089 -0.371 0.347
H 14.1034 -19.2185 5.0592 -0.150 -0.170 -0.362 0.273
C 15.5689 -15.3630 6.7703 -0.535 1.131 0.275 -0.861
C 14.4684 -14.3835 6.6080 -0.343 0.175 -0.793 0.496
N 13.6581 -13.5774 6.4374 0.634 -0.700 0.258 -0.386
H 16.3722 -14.7336 7.1533 0.282 -0.449 0.288 0.363
H 15.9116 -15.7939 5.8296 -0.405 0.000 0.022 0.199
H 15.2378 -16.1037 7.4982 0.350 -0.075 -0.091 0.254
C 4.6988 -15.1716 4.8245 -0.928 -1.066 -0.176 0.597
C 3.7977 -16.3356 5.0573 -1.833 -2.754 1.309 -0.076
N 3.1017 -17.2696 5.2776 2.414 3.333 -0.959 -0.527
H 4.7293 -15.0715 3.7395 0.262 0.318 0.250 -0.173
H 5.6908 -15.3661 5.2320 -0.044 -0.101 -0.053 -0.249
H 4.2789 -14.2740 5.2784 0.013 -0.076 -0.175 0.373
C 9.3774 -17.5774 4.5429 -0.272 -1.151 0.173 -0.408
C 8.2793 -17.4029 5.4834 -1.741 1.396 2.290 0.553
N 7.4800 -17.1582 6.3070 1.718 -0.760 -2.230 -0.550
H 10.1353 -16.7974 4.6153 -0.416 0.198 -0.211 -0.084
H 8.9437 -17.7439 3.5568 0.313 0.468 -0.216 0.137
H 9.8479 -18.5239 4.8090 0.171 -0.124 0.015 0.438
N 8.5393 -14.0008 4.4064 1.905 -0.210 0.482 1.414
C 9.6136 -14.2735 3.5588 -0.185 0.796 0.665 -0.606
C 10.7597 -14.3720 4.3240 -0.282 -0.642 -0.632 -0.947
C 10.3971 -14.2788 5.6765 -1.596 0.890 0.438 -0.102
C 9.0219 -13.9650 5.7166 0.848 -0.497 -1.094 -0.954
H 7.6007 -13.7982 4.0934 -0.161 0.158 -0.045 -0.071
H 9.5376 -14.2445 2.4819 -0.273 -0.161 0.173 0.281
H 11.7558 -14.5815 3.9630 -0.048 -0.011 -0.111 0.271
H 11.0836 -14.3476 6.5075 -0.198 0.153 0.119 0.621
H 8.3793 -13.6644 6.5310 -0.018 -0.349 0.019 0.316
N 6.6403 -17.9541 0.9850 -0.399 -0.300 -1.382 -0.037
C 6.9962 -16.7569 1.5326 1.846 0.259 -1.441 -1.039
C 8.0252 -16.2296 0.6915 -0.980 -0.318 0.944 0.273
C 8.2290 -17.1146 -0.3723 -2.411 -2.394 -0.432 -1.050
C 7.2374 -18.1628 -0.2643 2.464 1.869 1.923 -0.548
H 6.0332 -18.6355 1.4175 -0.125 0.350 -0.090 0.227
H 6.5228 -16.3595 2.4183 0.144 -0.117 -0.010 0.902
H 8.5691 -15.3023 0.7948 -0.181 -0.046 0.292 0.489
H 8.9485 -17.1473 -1.1770 -0.003 0.543 0.105 0.427
H 7.2134 -19.1007 -0.7993 -0.332 0.082 0.175 0.363
N 4.5135 -13.4405 9.7113 0.553 0.276 1.367 0.001
C 4.9888 -13.6519 8.4488 -0.496 -0.706 0.398 -0.939
C 6.1156 -14.3800 8.6116 2.465 -0.655 -1.850 0.372
C 6.4886 -14.5026 9.9656 -0.847 -0.173 0.094 -0.853
C 5.4668 -13.9390 10.6256 -1.820 0.940 0.709 -0.897
H 3.6268 -13.0128 9.9373 0.386 -0.072 0.082 0.196
H 4.4421 -13.4012 7.5518 -0.011 0.017 0.211 0.407
H 6.7239 -14.7972 7.8227 -0.116 0.083 -0.275 0.651
H 7.3166 -14.9478 10.4971 0.011 -0.184 -0.602 0.700
H 5.3710 -13.8746 11.6994 -0.464 0.238 -0.112 0.402
```
Forces are in eV/Å.

Properties
Gap between HOMO and LUMO in eV: 8.51
Relative energy (zero: lowest compared OMol25 entry of this formula, charge and spin) in kcal per mole: 19.38
E_HOMO in eV: -8.267
Multiplicity: 1
Calculated total energy in hartree: -4480.6224